Density functional theory data (the ωB97M-V functional and the def2-TZVPD basis) for a gas-phase ion, C3H9N4S (charge +1) in a non-equilibrium geometry.

The geometry in XYZ format:
```
17
Properties=species:S:1:pos:R:3:forces:R:3
C 1.103915 1.833810 0.687911 -0.30 0.17 -1.77
C 0.531975 -1.242857 0.192974 -1.57 -0.52 0.67
C 0.161937 2.132818 -0.410927 -0.26 0.23 -2.91
N 1.815321 0.808352 0.780999 0.38 -1.14 1.54
N 1.581007 -0.422031 0.138707 -1.00 0.60 0.37
N -0.699601 -0.789424 0.277223 0.82 2.32 0.25
N -1.733967 -1.712405 0.512974 -1.15 -0.78 0.49
S 3.024899 -0.995273 -0.441426 1.40 -1.69 -1.85
H 1.588170 2.604792 1.239887 -0.31 0.90 0.66
H 0.718892 -2.335194 0.222894 0.43 0.55 -0.35
H 0.035572 1.177201 -1.103976 0.37 2.23 1.37
H 0.688973 3.025681 -1.016952 -1.15 -2.05 1.15
H -0.860275 2.506720 -0.200694 0.73 -0.26 0.36
H -1.622668 -2.228222 1.411664 -0.02 -0.08 -0.73
H -1.755789 -2.317660 -0.309868 -0.40 -0.72 0.30
H -2.720826 -1.284615 0.586544 2.09 -0.05 -0.30
H 3.864332 -0.319242 0.324590 -0.06 0.28 0.75
```
Positions in Å, forces in eV/Å.

The HOMO-LUMO gap is 8.51 eV. The net charge is +1. The molar mass is 133.20 g mol⁻¹. The total energy comes out at -736.516405 Eh. As for the relative energy (zero: lowest compared OMol25 entry of this formula, charge and spin): 109.24 kcal per mole. Its HOMO energy is -12.17 eV. Its structure (SMILES) is C/C=N\N(S)/C=N/[NH3+].